1.
ORCA calculation (ωB97M-V with the def2-TZVPD basis set) on C21H42N7OPV as an isolated structure at a distorted geometry.

Summary:
Spin multiplicity: 3
E_tot (eV): -69882.409
Frontier orbital gap (alpha / beta) (eV): 5.03 / 5.60
⟨S²⟩: 2.0542
Net charge: +3
Strongest force on any atom (eV/Å): 3.36
HOMO energy (alpha / beta) (eV): -17.067 / -17.068

Structure (XYZ):
```
73
Properties=species:S:1:pos:R:3:forces:R:3:lowdin_charge:R:1
C 2.4298 -0.9521 -1.2550 0.6 0.1 -0.1 -0.28
N 1.6760 -1.4660 -0.2253 -1.5 0.2 0.4 0.01
C 1.9854 -2.6397 0.3555 0.6 -0.1 -0.3 -0.22
C 3.1260 -3.3581 -0.0170 -0.5 0.4 0.2 0.07
C 3.9781 -2.8011 -0.9725 0.1 -0.2 -0.1 0.04
C 3.6456 -1.6112 -1.5877 -0.6 0.7 -0.3 0.07
V -0.0297 -0.4773 0.4121 0.6 -1.2 3.1 0.91
C 1.0140 -3.1012 1.3860 0.0 0.1 0.3 -0.06
N 0.2965 -1.9094 1.9757 0.9 -0.4 -0.1 -0.26
C 1.1016 -1.3992 3.1331 -0.3 0.0 0.3 -0.21
C 2.2677 -0.5493 2.7114 0.5 0.0 0.2 -0.05
C 1.9359 0.2138 -1.8628 1.6 -0.5 -0.2 -0.13
P 0.5046 1.0380 -1.2614 0.8 1.8 -2.2 1.06
C -0.5835 1.0418 -2.8064 -0.4 -0.1 -0.1 -0.67
C -0.0893 2.0170 -3.8807 0.1 0.2 0.0 -0.06
C 1.1726 2.7793 -0.8554 0.0 0.4 0.5 -0.64
C -0.0225 3.7215 -0.6833 -0.2 0.1 0.0 -0.07
C 1.9329 2.6863 0.4765 0.0 -0.2 0.2 -0.09
C 2.1542 3.3372 -1.9005 0.0 -0.1 -0.4 -0.05
C -0.5352 -0.3776 -3.3936 0.0 0.0 0.2 -0.07
C -2.0056 1.3980 -2.3682 -0.1 0.0 0.1 -0.07
C -1.0057 -2.3517 2.5230 -0.3 0.1 0.4 -0.22
C -1.9314 -2.7783 1.4239 -0.3 -0.5 0.2 -0.06
H 3.3299 -4.3131 0.4565 0.1 0.1 -0.1 0.15
H 4.8932 -3.3131 -1.2558 -0.1 0.0 0.1 0.15
H 4.2662 -1.1361 -2.3441 0.0 -0.3 0.1 0.15
H 2.5072 0.6770 -2.6733 -0.2 -0.3 0.2 0.12
H 2.3261 3.6852 0.7308 -0.1 -0.4 -0.1 0.12
H 1.2808 2.3609 1.2988 0.2 0.2 -0.2 0.04
H 2.7888 1.9984 0.4127 -0.1 0.2 0.0 0.09
H 2.4770 4.3310 -1.5523 -0.1 -0.3 0.0 0.12
H 3.0532 2.7177 -1.9953 -0.1 0.2 0.1 0.09
H 1.7192 3.4770 -2.8945 0.1 0.0 0.3 0.07
H 0.3332 4.6814 -0.2802 -0.1 -0.3 -0.1 0.12
H -0.5371 3.9353 -1.6271 0.1 0.0 0.2 0.08
H -0.7535 3.3171 0.0280 0.0 0.1 -0.1 0.07
H -0.7210 1.8730 -4.7694 0.1 0.0 0.2 0.12
H -0.1828 3.0688 -3.5901 0.0 -0.3 -0.1 0.08
H 0.9424 1.8062 -4.1847 -0.2 0.1 0.0 0.09
H 0.4822 -0.6388 -3.7112 -0.3 0.0 -0.1 0.09
H -0.8635 -1.1222 -2.6581 0.0 -0.1 -0.2 0.06
H -1.2085 -0.4245 -4.2605 0.2 0.0 0.2 0.12
H -2.0713 2.4016 -1.9313 0.0 -0.2 -0.2 0.08
H -2.6693 1.3505 -3.2427 0.1 0.0 0.3 0.12
H -2.3590 0.6772 -1.6193 -0.2 0.0 -0.1 0.06
H 0.2877 -3.7760 0.9120 0.3 0.2 0.1 0.14
H 1.5256 -3.6617 2.1855 -0.2 0.1 -0.2 0.16
H 0.4206 -0.7925 3.7475 0.2 -0.3 -0.2 0.11
H 1.3846 -2.2856 3.7236 0.1 0.4 -0.1 0.15
H -1.4230 -1.5078 3.0845 0.1 -0.2 -0.1 0.12
H -0.8196 -3.1615 3.2469 -0.1 0.2 -0.2 0.16
H -2.9320 -2.9489 1.8311 0.1 0.0 -0.3 0.11
H -2.0521 -2.0240 0.6360 -0.1 0.2 -0.1 0.03
H -1.5858 -3.7041 0.9585 -0.4 0.1 -0.1 0.09
H 2.8166 -0.2666 3.6181 0.0 0.0 -0.3 0.12
H 2.9659 -1.0757 2.0452 -0.1 0.3 0.3 0.09
H 1.9179 0.3888 2.2527 0.2 -0.2 0.0 0.04
H -0.9603 -0.8697 -0.6865 -0.9 0.0 -1.3 0.03
C -5.5556 -2.9113 -0.7693 -0.8 -0.4 0.4 -0.12
H -5.6258 -3.9294 -0.3756 -0.2 0.1 -0.2 0.09
H -5.8266 -2.9190 -1.8416 0.4 0.1 0.5 0.10
H -6.2610 -2.2851 -0.2108 0.0 -0.1 -0.3 0.08
O -4.2422 -2.4504 -0.4559 1.2 0.7 -1.0 -0.17
H -3.7940 -2.1786 -1.2797 -0.5 -0.3 0.5 0.07
N -0.7519 3.0565 4.4020 -0.1 -1.1 -1.1 0.20
N -1.1224 2.1919 3.3748 0.4 0.3 -1.4 -0.20
N -2.3537 2.2715 2.8266 1.5 -1.2 -0.3 0.20
C -2.2170 1.4434 1.7792 -0.6 0.4 0.3 -0.14
N -0.9876 0.9314 1.6583 1.0 0.7 1.7 -0.09
N -0.2369 1.4678 2.7047 -2.3 0.1 0.1 0.11
H -0.0181 2.6200 4.9530 -0.1 0.1 0.1 0.13
H -1.5840 3.2996 4.9257 -0.1 0.1 0.2 0.13
H -3.0205 1.2058 1.0897 0.0 0.2 0.2 0.14
```
Forces are in eV/Å.

---

2.
ORCA calculation (ωB97M-V with the def2-TZVPD basis set) on a 7-piece molecular cluster, C21H42O9 overall at a distorted geometry.

Summary:
Spin multiplicity: 2
E_tot (eV): -40874.641
Frontier orbital gap (alpha / beta) (eV): 6.76 / 3.06
⟨S²⟩: 0.7568
Net charge: +1
Strongest force on any atom (eV/Å): 4.01
HOMO energy (alpha / beta) (eV): -11.705 / -11.703

Structure (XYZ):
```
72
Properties=species:S:1:pos:R:3:forces:R:3:lowdin_charge:R:1
C -4.2478 -0.2817 2.0821 -0.9 0.8 -0.6 -0.06
O -3.1429 -0.6499 2.8473 2.4 -1.7 0.1 -0.01
C -2.1774 -1.3823 2.2312 0.2 0.9 0.7 -0.56
O -2.2106 -1.9237 1.1552 -0.4 0.2 0.1 0.12
O -1.0760 -1.3089 3.0180 0.2 -0.6 0.0 -0.01
C 0.1034 -2.0286 2.5815 0.2 0.4 -0.2 -0.03
H -4.8383 0.3126 2.7794 -0.2 -0.1 -0.3 0.11
H -4.8305 -1.1117 1.6825 0.2 -0.1 0.1 0.10
H -3.9008 0.3316 1.2506 -0.3 0.0 -0.1 0.07
H 0.9776 -1.5659 3.0394 -0.3 0.2 0.2 0.07
H 0.2189 -1.9412 1.5012 -0.1 -0.2 0.0 0.05
H 0.1769 -3.0760 2.8744 -0.7 0.0 -0.1 0.11
C -5.3232 4.4690 -1.5116 -0.9 -0.7 -0.5 -0.02
C -4.2183 3.4432 -1.4984 0.4 1.5 -0.8 -0.50
O -4.0696 2.7875 -2.4964 0.5 -1.1 -0.1 0.06
C -3.2555 3.4460 -0.3520 0.0 0.6 0.2 -0.02
H -5.0172 5.4991 -1.3292 -0.1 -0.2 0.4 0.09
H -6.1509 4.0975 -0.9074 0.1 0.5 0.8 0.09
H -5.7840 4.3941 -2.4966 0.4 0.3 -0.2 0.08
H -2.5039 2.6613 -0.4388 -0.5 -0.4 0.5 0.06
H -3.8408 3.5933 0.5557 0.2 -1.0 0.4 0.09
H -2.6744 4.3670 -0.3059 0.0 0.4 -0.7 0.09
C -0.1677 2.4844 2.2899 2.1 -1.0 0.3 0.02
C 1.1791 1.9900 1.6645 -0.4 0.4 0.7 -0.47
O 1.5196 2.3985 0.5910 0.2 0.1 -1.7 0.04
C 2.1503 1.0597 2.4186 -1.4 0.6 -0.3 0.01
H -0.3949 3.5312 2.0881 0.2 -0.2 -0.3 0.09
H 0.0402 2.3484 3.3512 -0.9 0.0 0.2 0.08
H -0.9320 1.8067 1.9095 -0.3 0.1 0.4 0.07
H 2.7454 1.7481 3.0185 0.1 -0.3 0.4 0.10
H 2.7938 0.5433 1.7064 -0.1 0.1 0.1 0.06
H 1.5598 0.3578 3.0075 0.4 0.1 0.3 0.06
C -0.2089 0.0299 -1.0836 0.4 -0.5 0.9 0.09
C 1.1177 -0.0227 -1.7931 0.2 0.6 -1.5 -0.29
O 1.1881 0.6314 -2.8169 0.3 -0.7 0.7 0.38
C 2.3090 -0.7586 -1.2074 -0.9 -0.1 0.0 0.09
H -0.9831 -0.5100 -1.6289 -0.1 0.6 -0.3 0.12
H -0.3179 1.0981 -0.8963 -0.8 -0.1 0.0 0.11
H -0.0573 -0.5373 -0.1653 -0.1 0.2 0.2 0.08
H 2.8656 -1.3324 -1.9483 0.1 0.4 0.0 0.12
H 1.8459 -1.4058 -0.4625 0.5 -0.1 0.1 0.08
H 2.8716 0.0559 -0.7513 0.4 -0.1 0.1 0.11
C 5.7902 0.7820 0.1312 -0.2 -0.2 -1.1 -0.04
C 6.7918 1.3361 1.0291 3.9 0.1 0.9 -0.50
O 7.9522 0.8905 1.1601 -3.0 0.6 -0.4 0.06
C 6.4371 2.6189 1.6837 0.2 1.2 0.9 -0.03
H 4.9469 0.4918 0.7579 -0.1 -0.6 -0.3 0.07
H 6.2689 0.0669 -0.5379 -0.5 -0.6 0.4 0.10
H 5.4539 1.5927 -0.5152 -0.2 0.2 0.1 0.09
H 7.3290 3.0021 2.1793 0.0 0.0 -0.1 0.09
H 5.6602 2.6146 2.4483 -0.2 -0.6 0.0 0.08
H 6.0869 3.3669 0.9724 0.1 -0.1 -0.3 0.09
C -4.0676 -0.4774 -3.1848 0.0 0.5 -0.7 -0.02
C -4.4733 -1.0093 -1.8839 -1.5 -0.3 2.1 -0.48
O -4.7162 -0.2408 -0.9532 0.4 -1.1 -1.0 0.04
C -4.5816 -2.5373 -1.7236 0.1 0.4 -0.5 -0.01
H -4.3970 0.5598 -3.2461 0.4 0.0 -0.1 0.07
H -4.4353 -1.0315 -4.0485 0.1 -0.2 0.1 0.10
H -2.9811 -0.5486 -3.1337 0.3 0.2 -0.5 0.08
H -4.0130 -3.0312 -2.5115 0.6 0.0 0.3 0.07
H -5.5704 -2.9129 -1.9868 -0.4 0.5 0.3 0.09
H -4.3303 -2.8687 -0.7160 0.1 0.1 -0.2 0.07
C 4.0077 -4.3635 -0.8416 0.0 0.6 -0.5 -0.01
C 2.5880 -3.9263 -0.6171 -1.0 -2.2 1.9 -0.50
O 2.1792 -3.7261 0.5239 0.3 0.9 -1.2 0.04
C 1.6140 -4.1843 -1.7604 -0.2 1.0 0.3 -0.02
H 4.1942 -5.2458 -0.2294 -0.2 -0.1 -0.2 0.10
H 4.7307 -3.6245 -0.4961 0.0 0.1 -0.2 0.09
H 4.1013 -4.5761 -1.9066 0.6 -0.1 0.1 0.08
H 0.5729 -4.0702 -1.4583 0.1 -0.1 0.4 0.09
H 1.7523 -5.1834 -2.1736 0.2 0.2 -0.1 0.10
H 1.7693 -3.4137 -2.5154 0.2 -0.3 -0.5 0.07
```
Forces are in eV/Å.

---

3.
ORCA calculation (ωB97M-V with the def2-TZVPD basis set) on C21H43Br2GaN2O4 as an isolated structure at a distorted geometry.

Summary:
Spin multiplicity: 2
E_tot (eV): -226105.613
Frontier orbital gap (alpha / beta) (eV): 7.48 / 7.47
⟨S²⟩: 0.7540
Net charge: -1
Strongest force on any atom (eV/Å): 4.45
HOMO energy (alpha / beta) (eV): -4.999 / -4.999

Structure (XYZ):
```
73
Properties=species:S:1:pos:R:3:forces:R:3:lowdin_charge:R:1
C -4.0269 0.3703 -2.6341 -0.1 -0.2 -0.8 -0.10
C -2.6336 -0.1698 -2.9066 0.4 -0.4 0.7 -0.45
O -1.7756 -0.0215 -1.8030 0.4 0.3 -0.2 -0.28
Ga -0.1584 0.8700 -2.2461 0.0 0.2 0.8 0.41
C -0.7351 2.7059 -2.9644 1.1 -0.6 0.0 -0.20
C 0.4268 3.7229 -3.0504 -1.3 0.6 0.0 -0.31
C 0.5825 4.3817 -4.4366 1.2 -0.1 1.1 -0.28
N 1.9714 4.8766 -4.6336 -0.1 -0.4 -0.6 -0.03
C 0.9939 0.9944 -0.5486 -0.4 0.3 0.0 -0.19
C 0.3627 1.8737 0.5633 0.4 -0.5 -0.2 -0.25
C 0.8606 3.3130 0.5171 -0.4 -0.1 -0.2 -0.12
C 1.9581 3.6091 1.5095 -2.0 2.2 -2.5 -0.56
O 2.5277 2.8389 2.1483 2.1 -2.9 2.7 0.17
O 2.2744 4.9344 1.6013 0.3 0.6 -0.3 0.08
C 0.9749 -0.1584 -3.6440 0.4 -0.6 0.5 -0.71
Br 0.1547 -1.8872 -4.1541 -1.1 0.6 0.2 0.55
C 2.4044 -0.4398 -3.1296 -1.2 0.2 -1.4 -0.79
C 3.3077 0.7752 -3.3098 0.3 -0.6 0.6 -0.15
Br 3.1652 -1.9833 -4.1615 1.3 0.1 0.2 0.52
H -4.3687 0.0693 -1.6489 0.1 0.1 0.2 0.07
H -4.7022 -0.0873 -3.3622 -0.2 0.0 0.0 0.06
H -4.1168 1.4398 -2.7970 0.1 0.3 0.4 0.06
H -2.1739 0.2749 -3.7988 -0.4 0.1 -0.3 0.08
H -2.7353 -1.2417 -3.1165 0.0 -0.1 -0.2 0.08
H -1.5122 3.0573 -2.2966 -0.4 0.1 -0.1 0.04
H -1.1041 2.5330 -3.9757 -0.5 0.1 0.0 0.04
H 1.3851 3.3427 -2.6930 0.2 -0.2 -0.3 0.07
H 0.1708 4.5475 -2.3775 0.3 0.1 0.3 0.09
H -0.0561 5.2552 -4.5238 -0.5 -0.2 -0.1 0.10
H 0.3350 3.6359 -5.1853 0.1 0.2 -0.4 0.10
H 2.5243 4.0685 -4.9035 0.2 0.1 0.0 0.04
H 2.3570 5.1548 -3.7375 -0.1 0.1 0.0 0.05
H 1.1856 0.0031 -0.1426 -0.1 -0.2 0.0 0.04
H 1.9748 1.4021 -0.8116 0.1 0.0 0.1 0.03
H -0.7191 1.8121 0.5005 -0.3 0.3 -0.1 0.10
H 0.6046 1.4913 1.5525 0.1 -0.2 0.1 0.09
H 0.0517 4.0238 0.6812 0.0 0.2 0.0 0.12
H 1.2757 3.5106 -0.4744 -0.1 0.2 -0.1 0.10
H 2.0091 5.3547 0.7716 -0.2 0.1 0.3 0.10
H 1.0107 0.4325 -4.5529 0.1 -0.2 -0.4 0.03
H 2.3876 -0.7984 -2.1169 0.1 -0.2 0.3 0.06
H 3.5455 1.1606 -2.3241 -0.1 0.5 0.1 0.07
H 4.2552 0.4529 -3.7193 0.2 0.1 -0.3 0.04
H 2.8720 1.5388 -3.9438 -0.1 0.1 0.0 0.06
C 0.7933 -3.6300 4.6793 -0.1 -0.3 0.0 -0.04
C 0.2774 -2.3121 4.0634 1.0 -1.0 1.4 -0.49
C -0.9918 -1.8769 4.7956 -0.5 0.1 -0.1 -0.14
C -2.1850 -2.7734 4.4832 0.0 -0.1 -0.1 -0.18
C -2.4132 -2.8663 2.9756 0.0 0.4 0.4 -0.13
C -1.1631 -3.2223 2.1617 -0.3 -1.9 -0.6 -0.48
N 0.0472 -2.4572 2.5970 -1.6 1.5 0.4 -0.07
O 0.0070 -1.2755 2.0853 0.6 0.2 -0.6 0.00
C -0.8835 -4.7369 2.2497 0.1 -0.2 0.4 -0.04
C -1.4804 -2.9861 0.6843 0.2 0.7 -0.2 -0.03
C 1.3927 -1.3034 4.3383 0.0 0.4 -0.4 -0.04
H 1.2052 -3.4436 5.6721 0.0 0.2 0.0 0.08
H 0.0227 -4.3838 4.8221 0.0 0.0 -0.1 0.05
H 1.5884 -4.0603 4.0681 0.0 0.0 0.0 0.09
H -1.2409 -0.8467 4.5212 0.1 0.0 -0.1 0.13
H -0.8092 -1.8709 5.8736 0.2 0.0 0.0 0.12
H -2.0447 -3.7710 4.9101 0.1 0.0 0.0 0.10
H -3.0798 -2.3650 4.9598 0.0 0.0 0.0 0.11
H -3.1961 -3.6012 2.7741 0.1 -0.1 -0.2 0.12
H -2.8015 -1.9024 2.6317 0.1 0.0 -0.1 0.13
H 0.0613 -4.9830 1.7625 0.0 0.1 0.0 0.09
H -1.6691 -5.2962 1.7407 0.0 0.1 -0.1 0.08
H -0.8555 -5.1250 3.2666 0.1 0.0 0.0 0.05
H -1.8191 -1.9696 0.4857 0.2 0.0 0.0 0.08
H -2.2833 -3.6520 0.3667 0.0 -0.1 0.2 0.09
H -0.6151 -3.1820 0.0489 0.0 0.0 0.0 0.10
H 2.3118 -1.5881 3.8230 0.0 0.0 0.0 0.09
H 1.6042 -1.2660 5.4077 -0.1 -0.2 0.0 0.08
H 1.1282 -0.2931 4.0305 0.0 -0.1 -0.2 0.08
```
Forces are in eV/Å.